w) {"formula": "C8H18N3", "method": "ωB97M-V with the def2-TZVPD basis set", "total_charge": 1, "spin_multiplicity": 1, "e_lumo_ev": -2.94, "orbital_gap_ev": 8.61, "homo_energy_ev": -11.550, "species": ["C", "C", "C", "C", "C", "C", "C", "C", "N", "N", "N", "H", "H", "H", "H", "H", "H", "H", "H", "H", "H", "H", "H", "H", "H", "H", "H", "H", "H"], "positions_angstrom": [[-2.32012, 0.80234, -1.90434], [-1.01526, -0.03308, 0.14794], [-1.55606, 0.41861, -0.96518], [-1.74687, 0.44471, 3.33816], [2.41671, -0.69497, -0.54068], [1.05489, -1.71635, -2.36577], [-0.44783, 0.19739, 2.55072], [0.74657, 0.53185, -1.89119], [-0.50922, 0.75566, 1.21561], [0.91899, 1.72244, -1.27277], [1.42544, -0.54369, -1.57111], [-2.02528, 1.15135, -2.78180], [-3.51861, 0.68238, -1.74032], [-0.81477, -0.99215, 0.32022], [-2.25241, 1.39077, 3.02721], [-2.22535, -0.52804, 3.14595], [-1.54217, 0.43210, 4.40427], [2.81622, -1.61994, -0.65109], [3.25598, 0.00302, -0.40315], [2.11283, -0.69202, 0.43858], [1.35427, -2.47309, -1.67210], [-0.00219, -1.89845, -2.44906], [1.50523, -1.85380, -3.31916], [-0.05406, -0.82261, 2.40106], [0.44525, 0.79130, 2.91004], [0.02796, 0.47958, -2.77845], [0.18768, 2.37619, -1.31055], [1.41404, 1.71260, -0.40627], [-0.67173, 1.76355, 1.25627]], "nbo_charge": [-0.41, -0.04, -0.08, -0.64, -0.45, -0.42, -0.21, 0.43, -0.62, -0.74, -0.36, 0.19, 0.24, 0.20, 0.23, 0.22, 0.23, 0.23, 0.24, 0.22, 0.22, 0.23, 0.23, 0.20, 0.19, 0.25, 0.42, 0.41, 0.39]}

---

x) {"formula": "C8H18N3", "method": "ωB97M-V with the def2-TZVPD basis set", "total_charge": 1, "spin_multiplicity": 1, "smiles": "CC[C@H](CN(C)C(C)C)[N+]#N", "e_lumo_ev": -4.35, "orbital_gap_ev": 9.34, "homo_energy_ev": -13.689, "species": ["C", "C", "C", "C", "N", "C", "C", "C", "C", "N", "N", "H", "H", "H", "H", "H", "H", "H", "H", "H", "H", "H", "H", "H", "H", "H", "H", "H", "H"], "positions_angstrom": [[-1.25061, 2.14821, -3.40730], [-0.53843, 2.06810, -1.99649], [-1.01349, 0.77647, -1.25802], [-0.58461, 0.80571, 0.27227], [0.41528, -0.25791, 0.50959], [1.81466, 0.12077, 0.47261], [0.13333, -1.49791, 1.25324], [0.54458, -1.38732, 2.72318], [0.74756, -2.76387, 0.74768], [-0.48908, -0.36880, -1.78457], [0.31444, -1.03412, -1.35810], [-2.35204, 2.08873, -3.28967], [-1.02185, 1.22689, -4.01604], [-0.99010, 3.11841, -3.82186], [-0.60716, 2.88672, -1.38044], [0.52836, 1.96107, -2.18142], [-2.06470, 0.70391, -1.27796], [-0.22731, 1.72740, 0.58407], [-1.41236, 0.72402, 0.93651], [2.46828, -0.83421, 0.66397], [2.17291, 0.64827, -0.43462], [1.93325, 0.87417, 1.24349], [-0.96943, -1.46897, 1.13127], [1.67445, -1.22647, 2.66578], [0.03517, -0.44795, 3.16153], [0.38545, -2.28231, 3.34271], [0.06407, -3.58501, 1.13721], [1.66796, -2.83139, 1.14917], [0.69134, -2.75893, -0.29988]], "nbo_charge": [-0.61, -0.37, -0.12, -0.24, -0.29, -0.45, -0.03, -0.63, -0.62, 0.02, 0.22, 0.22, 0.22, 0.24, 0.23, 0.21, 0.25, 0.24, 0.24, 0.24, 0.23, 0.22, 0.20, 0.21, 0.22, 0.25, 0.25, 0.21, 0.23]}

---

Which one is most stable, and which one is least stable? x) is the most stable of them, while w) is the least stable.

---

w) {"formula": "C3H10N4O2", "method": "ωB97M-V with the def2-TZVPD basis set", "total_charge": 0, "spin_multiplicity": 1, "e_lumo_ev": 0.82, "orbital_gap_ev": 9.74, "homo_energy_ev": -8.916, "species": ["C", "C", "C", "H", "H", "H", "H", "H", "H", "H", "H", "H", "H", "N", "N", "N", "N", "O", "O"], "positions_angstrom": [[0.05542, 1.02279, -1.74135], [-0.38005, -0.51054, -1.43182], [0.43844, -0.26915, 0.73873], [-0.42686, 1.94378, -0.89028], [1.39152, 0.95947, -1.55883], [-0.11137, 1.26037, -2.82703], [0.47674, -1.20583, -1.38127], [-1.27112, -0.81214, -2.18238], [-1.42573, 0.54923, 1.24316], [-2.87604, -0.57730, 0.31229], [0.60810, 1.70308, 0.78602], [1.69731, 0.44802, 2.55825], [0.30705, -2.60263, 0.48080], [-0.73157, -0.76542, -0.05318], [-1.95520, 0.14315, 0.14061], [0.30151, 0.98141, 1.51615], [1.50149, -1.05465, 0.93462], [1.07387, 1.11786, 2.68622], [1.32648, -2.33151, 0.66929]], "nbo_charge": [-0.66, -0.25, 0.41, 0.23, 0.20, 0.23, 0.21, 0.22, 0.40, 0.36, 0.38, 0.47, 0.47, -0.36, -0.74, -0.37, -0.17, -0.52, -0.53]}

---

x) {"formula": "C3H10N4O2", "method": "ωB97M-V with the def2-TZVPD basis set", "total_charge": 0, "spin_multiplicity": 1, "e_lumo_ev": 0.40, "orbital_gap_ev": 8.50, "homo_energy_ev": -8.099, "species": ["C", "N", "C", "O", "O", "H", "H", "H", "H", "H", "C", "N", "N", "N", "H", "H", "H", "H", "H"], "positions_angstrom": [[-2.36603, -0.10363, -0.28168], [-1.00560, 0.36900, -0.32851], [-0.12420, 0.93336, 0.96190], [-0.82598, 0.48550, 2.07057], [0.21960, 2.11193, 0.90602], [-0.92213, 1.27287, 2.62572], [-0.75864, 0.88935, -1.16730], [-2.58267, -0.59029, 0.66822], [-2.53995, -0.84747, -1.06637], [-3.05996, 0.72798, -0.44408], [2.20674, 0.46780, -0.15762], [0.87599, -1.94944, -0.88552], [0.32849, -1.11853, 0.00347], [1.17657, -0.25173, 0.57794], [1.58234, -1.60646, -1.52777], [0.33227, -2.79088, -1.00883], [2.55416, 1.25710, 0.50643], [3.06708, -0.17161, -0.36004], [1.84193, 0.91513, -1.09253]], "nbo_charge": [-0.42, -0.60, 0.86, -0.74, -0.75, 0.49, 0.37, 0.23, 0.19, 0.19, -0.48, -0.59, 0.12, -0.29, 0.37, 0.40, 0.25, 0.19, 0.19]}

---

Which one is most stable, and which one is least stable? x) is the most stable of them, while w) is the least stable.